The following is a quantum chemistry calculation of a 10-piece molecular cluster, C28H71F2NO14 overall at a distorted geometry, from OMol25.

XYZ file:
```
116
C28H71F2NO14 (wB97M-V/def2-TZVPD)
H -0.81534 -3.53962 0.78808
H -3.56911 9.18250 1.54976
H 4.10209 1.38442 5.88991
C -0.83948 1.19414 -0.06064
C -10.47850 2.38509 -1.98690
H -0.18079 -2.64078 -5.82514
H 2.91837 -0.27690 -4.44860
H 8.97357 -4.94518 2.32576
C -0.12520 -1.34564 -4.10231
O 1.26805 -5.12499 2.84539
H -6.70869 5.46855 1.30239
C 1.65150 -3.34753 4.08211
H 3.31443 1.37294 -4.96813
H -5.23454 4.63141 1.81624
H 3.09237 -4.73539 1.52352
O 3.10170 0.19190 -1.81670
H 7.45993 -4.13417 1.94928
H 3.47008 2.07844 -2.56104
N -1.19338 -1.30990 -0.02184
C -10.15270 1.98180 -0.56068
O 0.57832 -2.93231 2.15312
H 3.25834 -7.27820 -3.01086
O -9.87270 3.12352 0.24774
O -0.55536 0.91646 -1.42105
H -0.00162 2.42728 1.49863
H -6.07603 2.51339 0.79348
H -10.65570 3.68590 0.24173
H -2.39837 0.09551 0.93216
H -4.15523 9.15446 -0.89109
C 0.35350 1.82760 0.66629
C 1.98024 -5.54808 -3.21438
H -3.72250 1.81475 -4.41327
C -6.76321 3.32681 1.03583
C 2.90845 -3.70975 1.82058
C 4.92685 0.88129 5.37434
H 0.80204 -3.94032 0.28821
H 0.97758 -5.23122 -2.92988
H -2.31683 7.96173 1.25400
H -9.26758 1.34722 -0.53566
C -3.52773 2.68088 -3.77733
O 2.89494 -4.62649 -2.61728
C 0.20513 -3.17241 0.77785
O 0.07364 -2.39872 -3.16343
H -7.23043 3.11821 1.99879
H 6.38536 -0.65807 5.76107
H 0.32423 1.21097 -1.66595
H 1.87597 1.39355 -2.91184
C -3.18846 8.77343 -0.54333
H 5.65660 1.63410 5.07982
H 2.16329 -7.02834 -1.65902
H -3.73277 3.94732 -1.53649
H -6.09621 4.94324 -0.86137
H 3.94576 -2.28679 3.09967
O 4.43271 0.28529 4.17846
H 2.06683 -5.47738 -4.30358
H 9.78951 -2.89497 3.50564
H -9.64796 2.94073 -2.42455
H -7.53897 3.33578 0.27114
H -1.50063 -1.21857 -0.98042
H -10.98592 1.42737 -0.11779
C 8.96529 -2.84059 2.79561
O -2.94762 3.38639 -1.53026
H 1.01975 -2.59562 -3.13792
H 0.41037 -0.45491 -3.75663
H -1.62645 1.94347 -0.04821
H 3.78656 -4.88927 -2.87209
C 2.24539 -6.96594 -2.74488
H -11.35413 3.03817 -2.01315
H -1.19096 -1.12162 -4.11477
H -3.45189 6.98468 -1.26694
C 2.93959 1.16442 -2.84595
H 8.78627 -2.36828 0.91636
H 0.59145 -1.93602 -0.98547
C -1.34650 -0.06731 0.70116
H 3.77782 -0.37414 4.43220
H -4.00875 7.54501 1.02608
C 0.17555 -1.84501 0.01696
H -0.84230 -0.13700 1.65911
H 1.53759 -7.66564 -3.19155
C 1.57433 -3.71344 2.60627
H -4.40340 3.33563 -3.80476
O 2.26237 -4.42208 4.73091
C 3.44880 0.63657 -4.17410
C 5.56696 -0.15584 6.27884
C 0.35038 -1.75055 -5.48551
H -2.69190 3.24352 -4.19570
C -3.21635 2.25425 -2.35334
H 0.96083 2.44916 0.00933
H -2.32866 1.61850 -2.32797
C 1.75813 -5.51215 4.02648
O -5.40088 4.91534 -0.19352
H 0.59929 -3.42350 4.37745
O -2.79383 7.68303 -1.36929
H 1.00695 1.05944 1.07663
H 5.95614 0.30318 7.18921
H 0.75768 -1.14528 0.60735
H 0.18813 -0.94766 -6.20700
C 8.27339 -4.18516 2.67582
C -6.02304 4.64892 1.06544
O 9.51370 -2.43076 1.54566
H 2.83010 -3.13412 0.90500
H -2.44560 9.55986 -0.67098
C -3.27672 8.34799 0.90923
H 4.40931 -4.00602 3.32590
H 7.86283 -4.50152 3.63675
F 2.00204 -2.11290 4.41992
H 4.50999 0.38643 -4.10674
H 8.26198 -2.07606 3.14255
F 5.14314 -3.03385 1.72375
C 4.11928 -3.24244 2.61788
H 4.04183 -0.00854 -1.74470
H -4.05784 1.69297 -1.92715
H 1.41583 -1.99546 -5.47067
H -10.67991 1.50957 -2.60585
O 1.77698 -6.56059 4.44759
H 4.84129 -0.92350 6.55919
```

Computed properties:
LUMO (Eh): 0.0153
Max |F| (eV/Å): 5.8
2S+1: 1
HOMO (eV): -8.32
Frontier orbital gap (eV): 8.74

The following is a quantum chemistry calculation of C11H21N3O6Rh as an isolated structure, from OMol25.

XYZ file:
```
42
C11H21N3O6Rh (wB97M-V/def2-TZVPD)
O 1.90440 3.86114 0.22376
N 3.47533 0.94401 1.68470
O 2.31932 -1.66999 0.44307
H 2.30867 -1.43419 2.72956
H 3.46620 2.97437 1.99215
O -1.42172 -0.87224 -0.21823
H 4.06900 2.40405 0.37658
C -4.10168 -1.91150 -2.34223
H 4.86485 0.31126 0.24595
H -3.29961 -3.32190 -0.02588
O 0.64214 -0.20222 2.50290
H -3.26965 1.02558 -3.69029
C 2.91216 0.63076 3.00613
H -3.57470 -1.60211 -3.23715
C 2.95726 -0.67030 -0.00143
C 1.90795 -0.50525 3.12479
H -4.19904 -2.99681 -2.35691
H -0.02349 -0.75383 2.92859
O 0.97056 1.81220 0.54460
H 4.47263 -0.89078 1.50632
C 3.40177 2.22060 1.21169
N -2.09061 0.14866 -2.16414
H -0.50081 1.46014 -1.60378
H -5.10249 -1.47867 -2.33938
H 2.46446 1.54404 3.39339
C -3.18494 1.02484 -2.60409
O 2.56090 0.02739 -0.97772
H -4.75920 -2.33357 0.16884
H 1.74524 -0.62528 4.19551
C -3.67661 -2.30113 0.05668
Rh 0.59396 -0.28399 0.05772
H -4.12782 0.70752 -2.17682
C 1.82557 2.70978 0.52834
C 4.07703 -0.10879 0.86380
H -3.24032 -1.83115 0.92932
H -0.73808 1.22448 -3.31561
H -0.00290 -0.07271 -2.40025
C -0.76019 0.71001 -2.35690
H 3.74520 0.36063 3.66214
H -2.99176 2.04489 -2.26705
C -2.26878 -0.74401 -1.15363
N -3.35022 -1.53593 -1.14503
```

Computed properties:
LUMO (alpha / beta) (Eh): -0.0837 / -0.1937
Net charge: +1
Expectation value of S²: 6.01
Max |F| (eV/Å): 0.6
2S+1: 5
HOMO (alpha / beta) (eV): -11.95 / -12.53
Frontier orbital gap (alpha / beta) (eV): 9.67 / 7.26

The following is a quantum chemistry calculation of one molecule with the formula C3H5N3O at a distorted geometry, from OMol25.

XYZ file:
```
12
C3H5N3O (wB97M-V/def2-TZVPD)
N 0.58664 1.21265 0.75990
C -0.81494 -0.52761 1.11383
N -1.13619 -1.54123 -0.91146
H 1.12804 2.05618 0.90672
C -0.23767 0.56162 1.67719
O 1.38042 0.96870 -1.35878
N -0.31912 -0.50650 -0.21958
H -0.37948 0.94911 2.67169
C 0.53387 0.53521 -0.39500
H -1.00055 -2.27329 -0.21933
H 1.21278 0.54099 -2.20154
H -0.95381 -1.97582 -1.82364
```

Computed properties:
LUMO (Eh): 0.0079
Relative energy (zero: lowest compared OMol25 entry of this formula, charge and spin) (eV): 5.060
Max |F| (eV/Å): 1.6
2S+1: 1
HOMO (eV): -7.68
Frontier orbital gap (eV): 7.89

The following is a quantum chemistry calculation of one molecule with the formula C3H7N3S at a distorted geometry, from OMol25.

XYZ file:
```
14
C3H7N3S (wB97M-V/def2-TZVPD)
S -2.29496 1.71867 0.35535
N 0.05690 0.49282 0.82159
C 1.78539 -0.10947 -0.69908
H -2.01860 -1.99371 -1.12420
C -0.76903 1.62885 1.11245
H -0.38616 2.29363 2.00556
H -2.39011 -0.83151 0.08706
N -1.62286 -1.53712 -0.31166
N -0.44066 -1.08051 -0.84976
H 2.12008 -1.00523 -1.37467
C 0.30730 -0.12098 -0.35186
H 0.91713 0.41328 1.31491
H 2.32924 -0.65357 0.28241
H 2.40633 0.78485 -1.26809
```

Computed properties:
LUMO (Eh): -0.0052
Relative energy (zero: lowest compared OMol25 entry of this formula, charge and spin) (eV): 3.944
Max |F| (eV/Å): 5.4
2S+1: 1
HOMO (eV): -8.64
Frontier orbital gap (eV): 8.50

The following is a quantum chemistry calculation of one molecule with the formula C14H19NO4S at a distorted geometry, from OMol25.

XYZ file:
```
39
C14H19NO4S (wB97M-V/def2-TZVPD)
H 2.96268 -2.31070 0.16518
H 5.33154 -2.48749 0.93390
O 0.85843 -1.42917 -0.87154
S 1.48117 -0.13894 -0.97476
C 4.96226 -1.56776 0.50598
H 0.95353 -0.59922 1.61675
O -3.93804 1.08254 0.47470
O 1.43617 0.54453 -2.23544
H -1.57790 2.37532 0.94998
H -4.72766 -2.71889 0.20025
C 5.80397 -0.47530 0.37213
C 0.31250 0.23917 1.34227
C 5.33681 0.70713 -0.18201
H 5.99855 1.55344 -0.28772
C -1.67437 0.55365 -0.17525
C -3.18191 0.39949 -0.16690
C -4.95300 -0.93151 -0.97974
H 3.62574 1.69945 -1.04373
H 6.83115 -0.54595 0.69787
H -6.38670 -2.10615 0.10316
H 0.29292 0.94947 2.17354
H -5.10402 -1.44358 -1.93187
C -1.26275 2.01790 -0.03165
H 0.52555 2.26565 -1.24103
H -1.75879 2.62959 -0.78508
H -1.08159 -1.30702 0.73257
C 3.18988 -0.29585 -0.46179
C 4.02036 0.79915 -0.60086
C -5.34205 -1.82194 0.19145
C 3.64431 -1.47838 0.08655
H -1.75231 -0.12860 1.88001
O -3.56039 -0.61103 -0.94718
H -5.53067 -0.00157 -0.95763
H 0.65794 2.95535 0.39243
C -1.10772 -0.25348 1.00741
H -5.20043 -1.28651 1.12706
C 0.26007 2.11873 -0.19356
H -1.28117 0.14216 -1.10923
N 0.93592 0.90630 0.22379
```

Computed properties:
LUMO (Eh): 0.0262
Relative energy (zero: lowest compared OMol25 entry of this formula, charge and spin) (eV): 1.062
Max |F| (eV/Å): 1.2
2S+1: 1
HOMO (eV): -9.32
Frontier orbital gap (eV): 10.03

The following is a quantum chemistry calculation of C2HFO2Sr as an isolated structure at a distorted geometry, from OMol25.

XYZ file:
```
7
C2HFO2Sr (wB97M-V/def2-TZVPD)
Sr -0.05705 -0.24357 2.70121
F 1.65396 1.16745 -0.97486
O -1.62589 0.45118 0.44998
C 0.65914 0.18185 -0.72841
H 0.11855 0.25909 -1.68208
O 0.12229 -1.28451 -0.02548
C -0.87100 -0.53150 0.25963
```

Computed properties:
LUMO (alpha / beta) (Eh): -0.0431 / -0.0051
Relative energy (zero: lowest compared OMol25 entry of this formula, charge and spin) (eV): 2.051
Max |F| (eV/Å): 6.2
2S+1: 1
HOMO (alpha / beta) (eV): -6.73 / -5.68
Frontier orbital gap (alpha / beta) (eV): 5.55 / 5.54